Molecular formula: C3H2NO2S
Method: DFT, ωB97M-V/def2-TZVPD

Each line ends with the Mulliken charge.
CARTESIAN COORDINATES (ANGSTROEM)
C: -1.21 -0.47 -0.06  -0.058
C: 1.12 -1.00 0.38  0.650
C: 0.09 1.52 -0.75  -0.409
N: -0.26 -1.27 -0.14  -0.421
O: 1.71 0.09 0.11  -0.576
O: 1.54 -1.95 1.01  -0.660
S: -1.09 1.31 0.44  -0.156
H: -2.23 -0.80 -0.38  0.378
H: 0.33 2.57 -0.61  0.253

Results
Frontier orbital gap (alpha / beta), eV: 5.9 / 7.6
Energy, Eh: -718.8262
LUMO energy (alpha / beta), eV: 3.39 / 2.99
Charge: -1
Multiplicity: 3
HOMO level (alpha / beta), eV: -2.5 / -4.6
Energy above the lowest of the compared OMol25 structures with the same formula, charge and spin, eV: 0.563